{"formula": "C63H144N5NiO26", "method": "ωB97M-V/def2-TZVPD", "elements": ["Ni", "C", "C", "C", "C", "C", "C", "N", "O", "C", "C", "C", "H", "H", "H", "H", "H", "H", "H", "H", "H", "H", "H", "H", "H", "H", "H", "H", "H", "H", "C", "O", "C", "C", "O", "C", "C", "O", "C", "H", "H", "H", "H", "H", "H", "H", "H", "H", "H", "H", "H", "H", "H", "C", "O", "C", "C", "O", "C", "C", "O", "C", "H", "H", "H", "H", "H", "H", "H", "H", "H", "H", "H", "H", "H", "H", "C", "O", "C", "C", "O", "C", "C", "O", "C", "H", "H", "H", "H", "H", "H", "H", "H", "H", "H", "H", "H", "H", "H", "C", "O", "C", "C", "O", "C", "C", "O", "C", "H", "H", "H", "H", "H", "H", "H", "H", "H", "H", "H", "H", "H", "H", "C", "O", "C", "C", "O", "C", "C", "O", "C", "H", "H", "H", "H", "H", "H", "H", "H", "H", "H", "H", "H", "H", "H", "C", "O", "C", "C", "O", "C", "C", "O", "C", "H", "H", "H", "H", "H", "H", "H", "H", "H", "H", "H", "H", "H", "H", "C", "O", "C", "C", "O", "C", "C", "O", "C", "H", "H", "H", "H", "H", "H", "H", "H", "H", "H", "H", "H", "H", "H", "C", "O", "N", "C", "C", "H", "H", "H", "H", "H", "H", "H", "C", "O", "N", "C", "C", "H", "H", "H", "H", "H", "H", "H", "C", "O", "N", "C", "C", "H", "H", "H", "H", "H", "H", "H", "C", "O", "N", "C", "C", "H", "H", "H", "H", "H", "H", "H"], "coordinates": [[-2.441, -3.874, 1.471], [-1.625, -0.192, 3.461], [-1.175, 0.208, 1.969], [-0.108, 1.346, 2.144], [0.767, 1.489, 0.843], [1.308, 0.161, 0.444], [0.219, -0.814, 0.125], [-0.630, -0.923, 1.354], [-1.431, -2.099, 1.469], [0.980, -2.148, -0.197], [-0.576, -0.454, -1.191], [-2.397, 0.844, 1.182], [-1.512, 0.669, 4.120], [-0.918, -0.801, 4.025], [-2.696, -0.325, 3.613], [0.533, 1.071, 2.981], [-0.345, 2.314, 2.585], [1.593, 2.195, 0.935], [0.207, 2.008, 0.065], [1.742, -0.150, 1.394], [1.953, 0.034, -0.426], [1.679, -2.518, 0.553], [1.534, -2.097, -1.134], [0.235, -2.920, -0.390], [-0.074, 0.272, -1.831], [-1.584, -0.057, -1.072], [-0.751, -1.343, -1.796], [-3.058, 0.053, 0.826], [-2.245, 1.253, 0.183], [-2.977, 1.452, 1.876], [-1.451, -10.336, -0.187], [-0.287, -9.650, -0.788], [-0.159, -8.320, -0.528], [1.268, -7.790, -1.018], [1.191, -6.356, -1.310], [2.470, -5.692, -1.451], [3.154, -5.858, -2.840], [3.828, -7.048, -2.717], [4.749, -7.354, -3.747], [-1.574, -10.381, 0.895], [-1.533, -11.370, -0.522], [-2.327, -9.761, -0.486], [-0.383, -7.897, 0.451], [-0.840, -7.886, -1.259], [1.544, -8.277, -1.953], [2.009, -8.118, -0.289], [3.120, -5.946, -0.614], [2.346, -4.622, -1.283], [3.805, -5.020, -3.090], [2.338, -5.995, -3.549], [4.177, -7.569, -4.650], [5.166, -8.205, -3.209], [5.572, -6.669, -3.948], [-4.810, 0.641, 6.553], [-5.119, -0.741, 6.503], [-6.133, -1.157, 7.418], [-6.555, -2.574, 7.219], [-7.049, -2.798, 5.869], [-8.529, -2.694, 5.866], [-9.137, -2.372, 4.479], [-8.742, -1.066, 4.067], [-7.402, -0.842, 3.731], [-4.490, 0.713, 7.593], [-5.715, 1.208, 6.334], [-4.017, 0.851, 5.835], [-6.953, -0.569, 7.005], [-5.819, -0.783, 8.392], [-7.291, -2.955, 7.927], [-5.736, -3.271, 7.391], [-8.815, -1.823, 6.457], [-9.162, -3.533, 6.155], [-10.216, -2.369, 4.634], [-8.874, -3.191, 3.810], [-7.043, -1.415, 2.876], [-6.749, -0.966, 4.595], [-7.352, 0.203, 3.426], [-0.798, 4.857, -9.810], [0.422, 4.261, -9.654], [0.735, 3.251, -10.560], [0.278, 1.816, -10.173], [0.696, 1.197, -8.970], [0.395, 1.798, -7.757], [-0.137, 0.965, -6.592], [0.939, 0.179, -6.073], [0.808, -0.178, -4.655], [-0.970, 5.061, -10.867], [-0.607, 5.802, -9.301], [-1.674, 4.367, -9.385], [1.815, 3.202, -10.424], [0.484, 3.411, -11.608], [0.847, 1.210, -10.877], [-0.794, 1.635, -10.256], [-0.270, 2.657, -7.846], [1.306, 2.312, -7.450], [-1.106, 0.561, -6.885], [-0.453, 1.594, -5.760], [-0.158, -0.504, -4.271], [0.976, 0.768, -4.141], [1.614, -0.818, -4.294], [3.139, 0.204, 7.552], [2.611, 1.398, 6.969], [2.568, 1.439, 5.508], [3.925, 1.732, 4.791], [4.816, 0.597, 4.681], [5.866, 0.855, 3.678], [6.990, -0.144, 3.837], [6.615, -1.461, 3.395], [6.943, -1.843, 2.053], [4.197, 0.225, 7.293], [2.578, -0.706, 7.338], [3.292, 0.303, 8.626], [1.736, 2.056, 5.168], [2.239, 0.452, 5.181], [4.363, 2.617, 5.252], [3.761, 2.141, 3.794], [6.340, 1.809, 3.913], [5.505, 0.917, 2.652], [7.220, -0.191, 4.902], [7.790, 0.321, 3.261], [8.015, -1.831, 1.859], [6.334, -1.279, 1.346], [6.767, -2.902, 1.862], [3.005, 3.165, -5.555], [3.711, 3.198, -4.257], [3.342, 4.302, -3.353], [2.071, 4.023, -2.500], [0.996, 3.794, -3.352], [-0.346, 4.074, -2.771], [-1.332, 3.434, -3.701], [-1.467, 4.261, -4.913], [-2.702, 3.910, -5.555], [3.493, 2.468, -6.236], [3.117, 4.082, -6.134], [1.958, 2.865, -5.519], [3.303, 5.267, -3.858], [4.015, 4.495, -2.517], [2.031, 4.807, -1.743], [2.231, 3.070, -1.998], [-0.464, 5.147, -2.623], [-0.434, 3.560, -1.814], [-2.282, 3.289, -3.185], [-1.216, 2.398, -4.018], [-2.616, 3.995, -6.638], [-3.515, 4.536, -5.186], [-2.901, 2.843, -5.458], [4.305, -0.072, -3.438], [4.164, -0.154, -2.060], [4.375, 1.095, -1.403], [5.791, 1.531, -1.046], [5.943, 2.056, 0.381], [5.440, 3.333, 0.674], [6.082, 4.457, 0.030], [5.401, 5.730, 0.373], [5.622, 6.845, -0.410], [4.011, -1.064, -3.782], [5.342, 0.104, -3.723], [3.688, 0.674, -3.939], [3.901, 1.104, -0.422], [3.962, 1.920, -1.983], [6.103, 2.390, -1.639], [6.506, 0.733, -1.252], [5.646, 3.429, 1.740], [4.351, 3.281, 0.642], [5.801, 4.468, -1.023], [7.154, 4.330, 0.177], [5.496, 6.632, -1.472], [6.625, 7.271, -0.452], [5.038, 7.705, -0.085], [-0.948, 10.161, -2.883], [-1.385, 10.457, -1.546], [-0.319, 10.800, -0.614], [-0.959, 10.401, 0.763], [-0.508, 9.295, 1.520], [-0.832, 8.055, 0.942], [0.048, 6.855, 1.459], [1.467, 7.074, 1.206], [2.204, 5.842, 1.596], [-1.819, 9.823, -3.443], [-0.309, 9.279, -2.829], [-0.452, 10.980, -3.404], [-0.095, 11.863, -0.530], [0.632, 10.267, -0.634], [-1.986, 10.197, 0.460], [-0.899, 11.115, 1.585], [-0.851, 8.067, -0.148], [-1.851, 7.777, 1.209], [-0.289, 5.903, 1.048], [-0.210, 6.785, 2.515], [1.974, 5.069, 0.862], [2.025, 5.544, 2.629], [3.273, 5.965, 1.419], [-5.476, -3.105, 0.906], [-4.283, -3.261, 1.116], [-6.025, -2.143, 0.165], [-7.444, -2.097, -0.130], [-5.197, -1.229, -0.592], [-6.159, -3.906, 1.229], [-7.867, -1.102, 0.005], [-8.090, -2.870, 0.287], [-7.570, -2.299, -1.194], [-5.586, -0.236, -0.366], [-4.178, -1.196, -0.205], [-5.261, -1.372, -1.670], [0.592, -5.282, 1.811], [-0.634, -5.191, 1.786], [1.459, -4.779, 2.713], [2.930, -5.036, 2.818], [1.091, -3.719, 3.701], [1.103, -5.817, 0.995], [3.233, -6.055, 2.576], [3.258, -4.905, 3.849], [3.529, -4.336, 2.235], [1.029, -4.187, 4.683], [1.847, -2.961, 3.908], [0.177, -3.165, 3.489], [-3.379, -3.181, 4.616], [-3.207, -3.502, 3.420], [-2.681, -3.753, 5.576], [-2.970, -3.451, 6.955], [-1.760, -4.858, 5.415], [-4.193, -2.488, 4.881], [-3.724, -4.124, 7.364], [-3.359, -2.434, 6.995], [-2.056, -3.491, 7.548], [-2.190, -5.730, 5.908], [-1.500, -5.273, 4.441], [-0.798, -4.719, 5.909], [-1.709, -4.798, -1.616], [-2.113, -4.530, -0.520], [-2.195, -5.709, -2.455], [-1.643, -5.753, -3.815], [-3.485, -6.323, -2.310], [-0.850, -4.231, -2.007], [-1.802, -4.790, -4.301], [-2.093, -6.604, -4.327], [-0.589, -6.025, -3.869], [-4.138, -5.825, -3.026], [-3.275, -7.348, -2.617], [-4.065, -6.316, -1.387]], "forces_ev_per_a": [[0.86, -0.12, 0.23], [0.11, 1.84, -0.19], [-1.76, 3.15, 2.76], [2.12, -0.75, -0.75], [-0.49, 1.73, 0.14], [-0.55, -0.04, 0.53], [0.30, -1.55, -0.93], [-1.96, -5.69, -1.92], [2.66, 4.32, -0.37], [-1.28, -0.48, 0.06], [-0.56, -0.19, 0.32], [-0.38, -1.70, -0.01], [0.16, 0.93, -0.48], [-0.34, -1.05, -0.70], [0.12, -1.17, -0.43], [0.59, -0.83, -0.15], [-1.45, 0.06, -0.77], [0.15, 0.02, 0.73], [-0.51, -0.34, -0.27], [0.85, -0.68, -0.35], [0.52, 0.86, 0.35], [-0.14, 0.33, 0.33], [0.03, 0.64, 0.01], [-0.06, -0.24, 0.25], [0.44, -0.02, 0.25], [0.16, 0.04, 0.45], [0.29, -0.19, 0.08], [-0.21, -0.53, 0.81], [0.89, 1.04, 0.63], [0.25, 0.33, -0.31], [0.06, 1.18, -0.70], [-0.27, -3.42, 1.86], [0.73, 2.61, -2.18], [-1.13, -0.48, -0.40], [0.63, -0.45, 0.75], [-0.21, 0.69, -0.32], [-1.43, -0.42, 1.83], [0.95, 0.22, 0.05], [-0.29, -1.23, 1.00], [1.08, 0.36, 0.33], [0.41, 0.33, -0.46], [-0.29, -0.15, -0.42], [-0.05, -0.56, 0.43], [-0.47, 1.05, 0.20], [-0.19, -0.27, 0.05], [0.34, 0.72, 0.23], [0.36, -0.65, -0.23], [-0.81, 0.20, -0.14], [-0.01, 0.18, -0.01], [-0.13, 0.51, -0.52], [0.40, -0.32, -0.25], [0.54, -0.60, -1.33], [-0.31, 0.62, 0.23], [-0.49, -1.24, 0.91], [1.07, -1.90, -1.33], [-0.42, 2.08, -1.52], [0.42, -1.53, -0.50], [-1.81, -0.34, 1.03], [-0.01, 1.20, -1.26], [1.75, 0.44, 1.24], [-1.06, -0.58, -0.50], [0.24, 0.70, 0.24], [0.29, 1.37, -0.01], [0.08, 0.41, 0.09], [-0.07, -0.03, 0.17], [-0.87, 0.28, 0.96], [-0.45, -0.59, 0.48], [-0.23, 0.68, 0.23], [0.30, 0.06, -0.37], [0.11, -0.08, 0.40], [0.96, -0.74, 0.79], [0.02, 0.17, -0.22], [0.12, 0.18, -0.61], [-0.03, -0.50, -0.06], [0.17, -0.18, -0.23], [-0.04, 0.09, -0.02], [-0.35, 1.74, -0.15], [0.61, -0.86, 0.07], [1.23, -1.75, 1.83], [0.07, -0.23, -0.50], [0.10, -0.52, 0.12], [0.31, 1.93, 1.10], [0.81, 0.67, 0.07], [-0.92, -1.90, 0.92], [0.41, 1.90, -0.73], [-0.34, 0.10, -0.16], [-0.89, 0.29, -0.02], [0.03, -0.42, 0.15], [0.26, -0.07, -0.65], [-0.25, 0.38, -0.02], [-0.59, -0.13, -0.53], [-0.22, 0.25, -0.36], [-0.58, -0.08, -0.38], [0.21, -0.17, 0.46], [0.22, -1.50, -0.16], [0.23, 0.90, -0.16], [-0.29, -0.51, -0.72], [0.04, 0.32, 0.40], [-0.11, -0.31, -0.69], [1.47, 1.16, -0.17], [-0.76, 0.45, -0.89], [1.07, -1.76, 0.72], [-0.38, 0.15, 0.03], [-0.11, 1.06, -0.77], [-0.44, -0.06, 1.51], [-1.18, -0.30, -0.76], [0.46, -0.31, -0.08], [0.10, 0.14, 0.52], [0.08, -1.10, -0.76], [0.13, 0.01, -0.32], [-1.09, 0.43, 0.19], [0.43, 0.76, 0.41], [0.12, -0.49, -0.16], [0.58, -0.23, 0.70], [-0.61, -0.34, -0.49], [-0.15, 0.40, 0.06], [-0.41, -0.19, -0.02], [0.27, -0.23, -0.12], [0.54, -0.54, -0.02], [0.17, 0.90, -0.08], [0.34, 0.21, -0.28], [-0.73, -0.11, 0.64], [0.69, 0.19, 0.25], [-0.87, 1.17, 0.13], [-1.11, -0.78, 0.06], [1.39, -0.83, -1.32], [-2.52, 1.10, 0.47], [2.12, -1.49, -1.00], [-1.05, 1.33, -1.35], [-0.68, -1.35, 1.14], [0.70, -0.08, -0.43], [0.38, -0.50, 0.65], [-0.22, 0.56, 0.55], [0.07, 0.25, 0.58], [-0.35, -0.13, -0.44], [1.24, -0.72, -0.47], [-0.67, 0.39, -0.08], [0.32, -0.09, 0.56], [-0.25, -0.03, -0.23], [0.16, -0.01, 0.35], [-0.55, 0.93, 0.20], [1.27, -0.13, 0.07], [0.23, 0.65, 0.00], [-0.13, -0.19, 0.04], [-0.28, -0.15, 0.52], [0.29, -0.73, -1.10], [-0.02, 1.05, 1.84], [-0.07, 0.73, 0.56], [0.79, 1.46, 0.82], [0.50, -1.98, -2.07], [-1.49, -1.57, 2.36], [-1.03, 2.79, -2.73], [0.74, -1.84, 2.08], [1.05, 0.85, -1.34], [0.12, 0.03, -0.36], [0.16, 0.03, -0.11], [-0.16, 0.22, 0.30], [-0.52, -0.47, -0.05], [-0.40, -0.27, -0.24], [-0.03, -0.21, -0.37], [0.12, -0.02, 0.71], [-0.02, -0.01, 0.32], [-0.35, 0.58, -0.54], [0.88, -0.64, -0.61], [0.17, 0.90, 0.04], [-0.78, -0.10, -0.31], [0.68, -0.42, 0.76], [-0.58, -0.51, 0.06], [-0.30, -0.63, 0.74], [1.71, 0.45, -0.48], [-1.22, -0.76, 2.07], [-0.53, 0.27, 0.43], [1.04, -1.34, -0.76], [0.54, -1.47, -0.08], [0.28, 1.93, -0.17], [-0.55, -2.04, 1.05], [-0.24, 1.44, -1.22], [-0.14, 0.38, 0.05], [0.48, 0.06, -0.16], [0.00, 0.12, 0.17], [-0.20, 0.15, -0.67], [-0.01, -0.38, -0.98], [-0.41, 0.34, 0.41], [-0.20, 0.90, -0.79], [0.44, 0.30, -0.22], [-0.39, -0.02, 0.22], [-0.06, -0.02, -0.59], [0.65, 0.04, 0.48], [-0.61, -0.44, 0.21], [-0.23, 0.03, -0.04], [-0.04, 0.64, 0.32], [-1.20, -0.82, -0.82], [1.10, 0.32, -0.45], [0.33, -0.88, 0.46], [-0.62, -0.10, -1.30], [-0.11, 1.23, 0.72], [-0.26, 0.51, 0.27], [0.12, -0.06, 0.49], [0.54, 0.11, 0.82], [0.17, 0.14, -0.32], [-0.06, 0.23, -0.29], [-0.10, -0.57, -0.30], [0.09, -0.32, 0.08], [1.86, -0.05, 0.00], [-1.19, 1.02, 0.43], [0.28, 1.65, 0.81], [-0.19, -0.39, -0.39], [-0.41, -0.57, 0.61], [-0.08, -0.28, 0.22], [-0.42, 0.00, -0.34], [-0.43, 0.07, 0.07], [-0.24, 0.08, -0.21], [-0.44, -0.17, 0.03], [0.52, -0.15, -0.96], [-0.15, -0.49, -0.32], [0.39, -1.16, -1.46], [0.17, 0.21, -0.25], [0.38, 0.05, 0.21], [-0.25, 0.75, 0.49], [0.40, -1.54, 0.07], [0.41, 0.05, 0.28], [0.18, -0.18, 0.08], [-0.07, -0.03, 0.17], [-0.09, -0.09, -0.03], [-0.21, -0.01, 0.30], [-0.55, 0.97, -0.49], [-0.17, 0.59, 0.18], [1.47, -0.30, -2.48], [-1.86, 0.60, 3.41], [0.84, 1.25, 0.71], [0.20, -0.50, 0.00], [-0.62, -0.77, -0.87], [0.10, -0.31, -0.18], [-0.14, -0.29, -0.36], [-0.44, 0.46, -0.20], [0.17, 0.37, 0.61], [-0.20, -0.32, -0.31], [-0.84, -0.20, 0.07], [1.03, 0.26, 0.46]], "mulliken_charge": [1.9387, -2.1749, 1.8357, -1.5343, 0.6895, -0.9934, 2.0118, -0.4502, 2.3602, -2.3611, -1.0264, -1.7833, 0.7434, 0.2466, 0.4492, 0.2567, 0.8611, 0.2107, -0.9240, 0.6374, -0.2224, 0.5194, 0.6563, -0.2718, 0.0305, 0.0483, 0.1870, 0.1827, 0.2354, 0.5931, -0.6897, -0.4351, 0.0982, -0.8193, 0.0884, -0.0196, -0.9045, -0.3218, -0.7900, 0.2989, 0.3017, 0.2394, 0.3196, -0.0737, 0.4951, 0.3558, 0.4217, -0.1278, 0.6231, 0.2144, 0.3087, 0.2503, 0.3033, -0.7642, 0.1730, -0.4987, -0.6460, -0.2933, -0.5704, -0.5912, -0.4020, 0.1681, 0.3151, 0.2878, 0.0965, 0.3279, 0.5424, 0.4664, 0.0112, 0.3579, 0.3909, 0.3856, 0.2707, -0.0620, -0.0935, 0.3360, -0.7253, -0.2816, -0.5724, -0.5025, -0.4084, -0.2396, 0.6693, -0.4974, -0.4269, 0.3742, 0.2198, 0.2420, 0.2972, 0.4628, 0.3283, 0.3188, 0.1351, 0.0716, 0.4389, -0.6133, 0.5615, -0.0969, 0.3184, -0.5759, -0.4839, -0.3519, -0.1780, -0.2941, 0.2679, -0.8158, -0.3009, -0.6032, 0.2177, 0.1919, 0.3275, 0.3724, 0.0625, 0.3252, 0.2090, 0.3060, -0.1057, 0.3132, 0.4239, 0.3432, 0.1201, 0.2674, -0.7301, -0.3499, -0.5799, 0.5872, 0.0045, -0.2030, -0.6196, -0.3548, -0.7435, 0.4238, 0.4817, 0.0219, 0.5436, -0.2079, 0.2687, -0.3798, 0.3553, 0.0137, 0.5722, 0.1088, 0.1375, 0.3545, 0.3352, -0.6442, -0.3127, 1.6247, -0.9329, -0.4911, 0.8731, -0.7701, -0.2262, -0.8833, 0.2978, 0.3142, 0.0629, -0.2551, -0.5627, 0.2858, 0.3380, 0.4496, -0.4634, 0.1062, 0.2691, 0.3277, 0.3308, 0.3088, -0.7162, -0.3304, -0.4638, -0.5490, -0.3844, -0.4578, -0.3695, -0.3322, -0.3304, 0.2480, 0.2722, 0.3029, 0.3977, 0.2793, 0.3663, 0.3620, 0.2875, 0.3343, 0.2495, 0.3402, 0.0023, 0.3986, 0.0880, -0.0621, -0.6563, 0.4604, -1.0189, -0.5597, 0.3832, 0.3389, 0.3396, 0.4045, 0.4026, -0.3922, 0.3549, 0.2899, -0.7065, 0.4335, -1.2243, -1.2995, -0.2888, 0.3514, 0.3829, 0.4703, 0.4077, 0.7028, -0.0336, -0.7892, -0.7372, 0.4156, -1.2156, -0.9368, 0.7784, 0.3082, 0.3306, 0.4031, 0.4484, 0.1737, 0.3071, -0.3440, -1.1144, 0.5984, -0.8808, -1.1098, 0.4218, 0.3718, 0.3680, 0.1416, 0.4093, 0.3905, 0.2893], "orbital_gap_ev": [8.00, 5.85], "homo_ev": [-11.716, -11.716], "charge": 2, "lumo_ev": [-3.72, -5.87], "multiplicity": 4, "relative_energy_kj_mol": 46.4, "total_energy_ev": -169360.418}